Below is a cluster of 13 separate species, C37H66Br2Cl24NO2 in total in a non-equilibrium geometry, with properties calculated with ωB97M-V with the def2-TZVPD basis set.

Calculated values
HOMO level = -11.54 eV
HOMO-LUMO gap = 7.28 eV
LUMO level = -0.1568 Ha

```
! wB97M-V def2-TZVPD RIJCOSX def2/J DEFGRID3
* xyz 1 1
C -2.347 -1.595 -3.468
C -0.906 -1.205 -3.041
C -0.671 0.315 -3.278
C 0.668 0.647 -4.010
C 1.369 1.789 -3.300
C 0.690 2.877 -2.865
N 1.256 3.891 -2.207
C 2.564 3.856 -1.945
C 3.109 5.047 -1.143
Br 4.994 5.318 -1.463
C 2.780 4.762 0.349
C 3.346 3.413 0.832
Br 3.370 6.194 1.507
C 3.335 2.826 -2.369
C 2.737 1.775 -3.063
C 3.616 0.637 -3.553
O 4.105 0.651 -4.659
O 3.804 -0.397 -2.699
H -2.985 -0.726 -3.641
H -2.829 -2.156 -2.664
H -2.311 -2.173 -4.395
H -0.853 -1.368 -1.959
H -0.130 -1.831 -3.485
H -1.473 0.760 -3.874
H -0.733 0.797 -2.296
H 0.531 0.867 -5.070
H 1.303 -0.239 -3.924
H -0.376 2.933 -3.058
H 0.708 4.687 -1.903
H 2.532 5.921 -1.458
H 1.692 4.648 0.403
H 3.368 3.373 1.919
H 4.338 3.269 0.397
H 2.706 2.606 0.465
H 4.399 2.753 -2.192
H 3.727 -0.046 -1.794
Cl 9.792 4.957 2.563
C 8.443 5.765 1.723
C 7.221 5.883 2.595
Cl 6.461 4.298 2.913
H 8.234 5.209 0.811
H 8.790 6.761 1.447
H 6.470 6.498 2.098
H 7.452 6.339 3.553
Cl 11.670 9.854 1.382
C 11.280 9.410 -0.297
C 9.876 9.807 -0.676
Cl 8.650 8.834 0.184
H 11.436 8.339 -0.407
H 11.992 9.929 -0.937
H 9.720 9.642 -1.741
H 9.684 10.855 -0.460
Cl -2.446 -4.405 -1.796
C -3.738 -5.634 -1.626
C -4.815 -5.468 -2.664
Cl -5.780 -3.988 -2.406
H -4.139 -5.561 -0.618
H -3.265 -6.617 -1.735
H -5.504 -6.307 -2.610
H -4.401 -5.428 -3.670
Cl 4.391 7.115 8.319
C 4.876 5.815 7.204
C 6.219 6.077 6.573
Cl 6.174 7.446 5.425
H 4.097 5.708 6.452
H 4.918 4.893 7.790
H 6.536 5.201 6.007
H 6.977 6.295 7.321
Cl 7.787 -2.076 -8.280
C 6.565 -1.758 -7.023
C 6.877 -0.519 -6.224
Cl 8.314 -0.730 -5.188
H 6.501 -2.637 -6.386
H 5.611 -1.633 -7.534
H 6.044 -0.286 -5.565
H 7.052 0.338 -6.870
Cl 3.915 3.245 9.101
C 5.315 2.532 9.947
C 5.590 3.219 11.260
Cl 6.190 4.879 11.024
H 6.174 2.585 9.282
H 5.080 1.482 10.119
H 6.360 2.675 11.804
H 4.698 3.266 11.880
Cl 3.178 -0.169 0.533
C 3.848 -1.813 0.788
C 3.397 -2.403 2.099
Cl 4.116 -1.559 3.491
H 4.932 -1.745 0.730
H 3.498 -2.430 -0.038
H 3.711 -3.443 2.157
H 2.315 -2.364 2.203
Cl -5.655 -0.503 -2.902
C -6.904 -0.317 -1.637
C -6.708 0.937 -0.833
Cl -5.252 0.853 0.196
H -6.883 -1.205 -1.012
H -7.867 -0.282 -2.146
H -7.556 1.082 -0.170
H -6.618 1.812 -1.473
Cl -3.450 -8.464 -0.621
C -4.662 -9.765 -0.417
C -5.801 -9.653 -1.396
Cl -6.841 -8.244 -1.061
H -5.016 -9.733 0.610
H -4.138 -10.707 -0.570
H -6.435 -10.532 -1.325
H -5.444 -9.571 -2.420
Cl -8.382 1.494 2.263
C -8.894 -0.051 2.990
C -8.025 -1.214 2.580
Cl -8.223 -1.661 0.861
H -9.934 -0.219 2.719
H -8.837 0.081 4.069
H -8.304 -2.091 3.161
H -6.970 -1.010 2.749
Cl -7.869 -10.863 -3.515
C -9.335 -10.164 -4.251
C -10.540 -10.301 -3.355
Cl -11.068 -11.994 -3.195
H -9.492 -10.649 -5.211
H -9.127 -9.110 -4.430
H -11.376 -9.746 -3.779
H -10.340 -9.914 -2.358
Cl -10.588 -3.639 2.860
C -11.856 -4.115 1.703
C -11.687 -3.429 0.370
Cl -12.014 -1.680 0.470
H -12.822 -3.889 2.149
H -11.781 -5.194 1.576
H -12.394 -3.844 -0.348
H -10.681 -3.562 -0.021
*
```

***

Below is a cluster of 2 separate species, C2H9ClSi2 in total in a non-equilibrium geometry, with properties calculated with ωB97M-V with the def2-TZVPD basis set.

Calculated values
HOMO level = -8.38 eV
HOMO-LUMO gap = 6.97 eV
LUMO level = -0.0519 Ha

```
! wB97M-V def2-TZVPD RIJCOSX def2/J DEFGRID3
* xyz 0 1
C 0.528 -0.881 2.495
C 1.206 1.040 -3.549
Si -1.213 -0.170 2.091
Si -1.716 -0.943 -0.008
Cl -3.766 -0.821 -0.286
H 1.337 -0.324 1.971
H 0.800 -0.625 3.544
H 0.702 -1.909 2.398
H 1.886 0.215 -3.406
H 0.603 0.760 -4.409
H 1.778 1.901 -3.862
H -1.970 -0.700 3.280
H -0.880 1.289 2.280
H 0.706 1.166 -2.542
*
```

***

Below is a cluster of 2 separate species, C3H9PS3 in total in a non-equilibrium geometry, with properties calculated with ωB97M-V with the def2-TZVPD basis set.

Calculated values
HOMO level = -9.33 eV
HOMO-LUMO gap = 8.37 eV
LUMO level = -0.0352 Ha

```
! wB97M-V def2-TZVPD RIJCOSX def2/J DEFGRID3
* xyz 0 1
C -0.865 1.287 -1.000
C 2.249 -1.650 0.344
C -0.947 0.543 0.256
P -2.758 0.131 0.585
S -3.050 -1.596 1.497
S -4.005 1.472 0.105
S 2.711 -0.029 -0.437
H 0.133 1.229 -1.456
H -1.615 0.782 -1.750
H -1.228 2.340 -1.002
H 2.735 -2.319 -0.290
H 1.217 -1.754 0.172
H 2.421 -1.757 1.437
H -0.706 1.309 1.030
H -0.216 -0.306 0.378
H 3.922 0.317 0.131
*
```

***

Below is a structure of composition C44H54GeN7O2SSi2Ti in a non-equilibrium geometry, with properties calculated with ωB97M-V with the def2-TZVPD basis set.

Calculated values
HOMO level (spin up / spin down) = -12.78 / -12.78 eV
⟨S²⟩ = 0.755
HOMO-LUMO gap (spin up / spin down) = 5.90 / 5.90 eV
LUMO level (spin up / spin down) = -0.2526 / -0.2530 Ha

```
! wB97M-V def2-TZVPD RIJCOSX def2/J DEFGRID3
* xyz 2 2
Ti 0.228 -0.884 0.035
C 0.378 -0.686 -4.946
Si 0.082 -1.993 -3.629
C -0.474 -3.540 -4.538
C 1.758 -2.313 -2.795
C -1.237 -1.511 -2.289
C -1.365 -2.680 -1.423
C -2.418 -3.682 -1.401
C -2.308 -4.791 -0.613
C -1.128 -5.008 0.130
C -0.153 -4.033 0.127
N -0.312 -2.851 -0.522
Si -2.827 -0.740 -2.968
C -3.478 -1.810 -4.355
C -4.180 -0.758 -1.697
C -2.513 0.995 -3.722
H -0.502 -0.493 -5.627
H 1.196 -1.002 -5.575
H 0.681 0.282 -4.491
H 0.375 -4.081 -4.987
H -1.231 -3.341 -5.318
H -0.934 -4.257 -3.827
H 2.500 -1.780 -3.431
H 1.953 -3.407 -2.729
H 1.877 -1.815 -1.834
H -3.266 -3.546 -2.067
H -3.090 -5.526 -0.590
H -1.035 -5.833 0.824
H 0.841 -4.180 0.594
H -3.443 -2.882 -4.146
H -3.047 -1.639 -5.378
H -4.558 -1.561 -4.458
H -4.371 0.194 -1.208
H -4.094 -1.552 -0.926
H -5.109 -0.979 -2.194
H -1.976 0.951 -4.705
H -1.946 1.640 -3.057
H -3.476 1.541 -3.897
O 0.044 -0.820 3.775
S -0.211 -1.595 2.610
O -1.058 -0.881 1.550
N 1.059 -1.950 1.638
C 2.406 -1.661 1.960
C 3.462 -2.586 2.103
C 4.789 -2.120 2.461
C 5.038 -0.787 2.726
C 4.005 0.156 2.476
C 4.164 1.560 2.583
C 3.123 2.422 2.225
C 1.933 1.899 1.783
N 1.750 0.586 1.616
C 2.716 -0.284 2.071
C -1.085 -3.047 3.098
C -2.377 -2.731 3.450
C -3.185 -3.703 4.063
C -2.678 -4.966 4.348
C -1.324 -5.216 4.121
C -0.535 -4.278 3.454
H 3.250 -3.670 2.035
H 5.566 -2.876 2.667
H 6.011 -0.443 3.148
H 5.168 2.012 2.889
H 3.167 3.506 2.381
H 1.114 2.564 1.513
H -2.733 -1.724 3.151
H -4.199 -3.466 4.344
H -3.345 -5.765 4.734
H -0.861 -6.128 4.522
H 0.526 -4.484 3.228
Ge -2.367 2.190 0.655
C -3.039 1.724 2.482
C -4.351 1.242 2.693
C -4.848 0.982 3.959
C -3.945 1.042 5.048
C -2.598 1.322 4.825
C -2.150 1.689 3.535
C -1.716 4.108 0.807
C -1.585 4.964 -0.337
C -1.036 6.246 -0.170
C -0.712 6.707 1.113
C -0.885 5.900 2.242
C -1.396 4.595 2.068
H -0.942 0.918 0.478
H -4.961 1.122 1.825
H -5.903 0.796 4.139
H -4.330 0.907 6.036
H -1.868 1.235 5.646
H -1.094 1.978 3.395
H -1.842 4.655 -1.347
H -0.832 6.915 -1.008
H -0.275 7.720 1.236
H -0.652 6.243 3.235
H -1.557 3.979 2.973
C 4.067 4.589 -2.028
C 4.643 3.294 -2.643
C 5.741 2.708 -1.743
C 3.611 2.296 -3.237
N 2.589 1.907 -2.233
C 2.514 0.920 -1.322
N 1.243 0.708 -0.968
N 0.506 1.628 -1.676
N 1.260 2.314 -2.446
H 4.917 5.279 -1.860
H 3.616 4.396 -1.057
H 3.316 5.108 -2.656
H 5.180 3.599 -3.576
H 5.358 2.472 -0.734
H 6.611 3.411 -1.649
H 6.124 1.794 -2.228
H 4.089 1.341 -3.551
H 3.067 2.751 -4.056
H 3.330 0.335 -0.956
*
```

***

| no. | total energy (eV) |
| --- | --- |
| 1 | -485644.775 |
| 2 | -30496.502 |
| 3 | -45051.254 |
| 4 | -167235.584 |